No. 1
C54H45BrIN4O4Rb | the ωB97M-V functional and the def2-TZVPD basis

Net charge   -2
E_LUMO   0.137 Eh
ΔE to the lowest compared entry with this formula, charge and spin   2.1 kcal/mol
Gap between HOMO and LUMO   5.7 eV
Energy   -5500.5846 hartree

Geometry (Å):
1 Rb 0.4222 0.3528 0.0797
2 C 3.1518 2.8124 -3.9621
3 C 4.0030 2.2258 -3.0338
4 C 3.6818 1.0148 -2.4377
5 C 2.4858 0.3464 -2.7524
6 C 1.6247 0.9663 -3.6753
7 C 1.9573 2.1718 -4.2727
8 N 2.0444 -0.7896 -2.0937
9 C 2.8154 -1.8405 -1.9108
10 C 4.0360 -2.0953 -2.6468
11 C 4.7200 -3.2671 -2.5348
12 C 4.2953 -4.3051 -1.6650
13 C 3.1679 -4.1008 -0.9186
14 C 2.4301 -2.8983 -0.9939
15 N 1.3328 -2.6570 -0.1986
16 N 0.9547 -3.5732 0.5804
17 C -0.1858 -3.2149 1.3440
18 C -0.5720 -4.1013 2.3509
19 C -1.6820 -3.7898 3.1165
20 C -2.3780 -2.6162 2.8626
21 C -1.9262 -1.7978 1.8370
22 N -0.8584 -2.0937 1.0943
23 H 3.4004 3.7662 -4.4111
24 H 4.9185 2.7321 -2.7474
25 H 4.3336 0.5905 -1.6824
26 H 0.6814 0.4775 -3.8917
27 H 1.2647 2.6247 -4.9734
28 H 4.3814 -1.3405 -3.3405
29 H 5.6124 -3.4081 -3.1371
30 H 4.8536 -5.2300 -1.5937
31 H 2.8126 -4.8553 -0.2297
32 H 0.0096 -4.9996 2.5092
33 H -1.9997 -4.4539 3.9121
34 H -3.2418 -2.3262 3.4460
35 H -2.4145 -0.8520 1.6013
36 C 1.2288 4.5767 -1.1791
37 C 0.1684 5.1937 -0.2765
38 C -0.3277 6.5246 -0.7968
39 O -0.9321 4.3325 -0.1326
40 C -0.5640 3.3906 0.8870
41 C 0.4703 4.1433 1.7541
42 O 0.6501 5.3843 1.0478
43 C 1.8205 3.2859 1.9820
44 O 1.8222 2.1321 1.2864
45 C 1.9913 2.9944 3.5063
46 C 2.6254 1.7992 3.8451
47 C 2.8706 1.4598 5.1663
48 C 2.4762 2.3105 6.1951
49 C 1.8418 3.5004 5.8745
50 C 1.6091 3.8385 4.5444
51 C 3.0568 4.1659 1.6162
52 C 3.9793 3.6445 0.7196
53 C 5.1191 4.3603 0.3661
54 C 5.3565 5.6142 0.9114
55 C 4.4427 6.1432 1.8182
56 C 3.3087 5.4230 2.1662
57 C -1.8551 2.7206 1.4940
58 O -2.1470 1.5996 0.7679
59 C -3.0102 3.7470 1.4614
60 C -4.2695 3.3027 1.0828
61 C -5.3568 4.1701 1.0409
62 C -5.1972 5.5089 1.3724
63 C -3.9377 5.9689 1.7451
64 C -2.8584 5.0969 1.7873
65 C -1.5813 2.3233 2.9746
66 C -2.0291 3.0183 4.0976
67 C -1.7659 2.5564 5.3845
68 C -1.0416 1.3910 5.5792
69 C -0.5903 0.6851 4.4709
70 C -0.8654 1.1473 3.1939
71 H 0.8175 4.4320 -2.1809
72 H 1.5542 3.6090 -0.7907
73 H 2.1047 5.2274 -1.2397
74 H -0.7443 6.3957 -1.7972
75 H 0.4976 7.2370 -0.8447
76 H -1.1036 6.9024 -0.1300
77 H -0.0327 2.5813 0.4160
78 H 0.0393 4.4054 2.7189
79 H 2.8982 1.1437 3.0271
80 H 3.3642 0.5218 5.3979
81 H 2.6514 2.0417 7.2309
82 H 1.5105 4.1701 6.6608
83 H 1.1125 4.7799 4.3342
84 H 3.7585 2.6674 0.3053
85 H 5.8224 3.9352 -0.3429
86 H 6.2431 6.1748 0.6355
87 H 4.6136 7.1229 2.2514
88 H 2.6005 5.8529 2.8649
89 H -4.3530 2.2561 0.8113
90 H -6.3310 3.7986 0.7400
91 H -6.0401 6.1898 1.3333
92 H -3.7932 7.0151 1.9936
93 H -1.8795 5.4780 2.0576
94 H -2.6035 3.9278 3.9779
95 H -2.1292 3.1189 6.2384
96 H -0.8199 1.0406 6.5807
97 H -0.0050 -0.2186 4.6002
98 H -0.5327 0.5872 2.3367
99 Br -2.9221 -0.1675 -5.7054
100 C -2.9591 1.1849 -4.3673
101 C -3.2959 2.4699 -4.7718
102 C -3.3255 3.4966 -3.8391
103 C -3.0272 3.2344 -2.5087
104 C -2.7029 1.9481 -2.1012
105 C -2.6651 0.9142 -3.0334
106 I -2.0481 -0.9495 -2.3213
107 H -3.5217 2.6555 -5.8133
108 H -3.5735 4.5012 -4.1600
109 H -3.0224 4.0245 -1.7660
110 H -2.4559 1.7721 -1.0459

Forces on atoms 1 to 2 (eV/Å):
Rb 0.128 -0.716 -0.626
C -0.023 -0.014 -0.022

No. 2
C54H45N9O18 | the ωB97M-V functional and the def2-TZVPD basis

E_LUMO   -0.032 Eh
ΔE to the lowest compared entry with this formula, charge and spin   106.6 kcal/mol
Gap between HOMO and LUMO   9.2 eV
Energy   -3930.8871 hartree

Geometry (Å):
1 O -10.6711 4.4472 1.6973
2 N -9.6517 4.5544 1.0248
3 O -8.5678 4.1186 1.4324
4 C -9.7616 5.3656 -0.2213
5 C -8.5990 5.6712 -0.9312
6 C -8.6782 6.4022 -2.1334
7 C -9.8937 6.8106 -2.5714
8 C -11.0235 6.5347 -1.8384
9 C -11.0274 5.7417 -0.7149
10 H -7.6369 5.3620 -0.5503
11 H -7.8036 6.5433 -2.7511
12 H -9.9376 7.4583 -3.4345
13 H -11.9285 6.9069 -2.2955
14 H -11.9566 5.4665 -0.2382
15 O 0.3382 -1.0906 -14.0143
16 N 1.2177 -0.2884 -13.7993
17 O 2.1900 -0.0500 -14.5443
18 C 1.0965 0.4615 -12.5415
19 C 0.2999 -0.0468 -11.5053
20 C 0.1106 0.7026 -10.3392
21 C 0.9175 1.8525 -10.1589
22 C 1.8060 2.2667 -11.1424
23 C 1.8832 1.5712 -12.3695
24 H -0.2179 -0.9941 -11.5363
25 H -0.4428 0.3536 -9.4800
26 H 0.8452 2.3720 -9.2148
27 H 2.5136 3.0675 -10.9862
28 H 2.5247 2.0277 -13.1088
29 O -5.0078 6.1319 -7.4527
30 N -6.0251 5.4300 -7.3290
31 O -6.0126 4.3222 -6.8480
32 C -7.2851 5.9248 -7.9512
33 C -7.2541 7.1691 -8.6082
34 C -8.4055 7.6449 -9.2529
35 C -9.5676 6.8986 -9.3188
36 C -9.6264 5.6915 -8.5832
37 C -8.4677 5.2133 -7.9774
38 H -6.3026 7.6745 -8.6829
39 H -8.3701 8.6186 -9.7189
40 H -10.4949 7.1754 -9.7984
41 H -10.5208 5.0887 -8.6387
42 H -8.6200 4.2952 -7.4295
43 O 0.4416 -9.1030 -0.7815
44 N 0.3281 -9.0643 0.4538
45 O 0.5831 -9.9907 1.2916
46 C -0.3833 -7.8760 1.0211
47 C -0.6825 -7.6357 2.3564
48 C -1.5314 -6.5608 2.7228
49 C -1.9664 -5.6850 1.7782
50 C -1.7113 -5.8998 0.4552
51 C -0.8948 -6.9630 0.0213
52 H -0.4624 -8.3339 3.1505
53 H -1.8094 -6.3185 3.7379
54 H -2.4903 -4.8326 2.1848
55 H -2.0667 -5.1427 -0.2282
56 H -0.7458 -7.0550 -1.0445
57 O 2.6700 -8.1448 12.5872
58 N 2.1476 -7.2553 11.8807
59 O 1.0925 -6.6601 12.1057
60 C 2.7942 -7.0601 10.5282
61 C 3.9267 -7.7512 10.1337
62 C 4.5213 -7.5415 8.8545
63 C 3.9258 -6.6585 7.9925
64 C 2.8008 -5.9378 8.3779
65 C 2.2174 -6.1760 9.6165
66 H 4.3372 -8.5332 10.7552
67 H 5.4438 -8.0190 8.5588
68 H 4.2557 -6.4609 6.9833
69 H 2.4123 -5.1929 7.6992
70 H 1.3315 -5.6124 9.8692
71 O -0.8164 0.9014 3.1430
72 N -0.0165 0.5616 2.2812
73 O 0.9436 -0.2308 2.5304
74 C -0.2738 0.9044 0.8797
75 C -1.6233 1.0469 0.4391
76 C -1.8702 1.2378 -0.8949
77 C -0.7994 1.3743 -1.8327
78 C 0.4915 1.3604 -1.3365
79 C 0.7285 1.1433 0.0107
80 H -2.4541 0.9574 1.1233
81 H -2.8663 1.4020 -1.2786
82 H -1.0398 1.5983 -2.8615
83 H 1.2964 1.3728 -2.0565
84 H 1.7736 1.1095 0.2810
85 O 0.1420 8.0937 -0.6032
86 N -0.6295 7.2639 -0.1007
87 O -1.8350 7.0501 -0.4772
88 C -0.2622 6.6574 1.1895
89 C -1.3059 6.3305 2.0735
90 C -0.9886 5.7398 3.3050
91 C 0.3711 5.6154 3.7143
92 C 1.4498 5.8937 2.8347
93 C 1.0755 6.4845 1.6095
94 H -2.3300 6.4543 1.7537
95 H -1.7815 5.5381 4.0100
96 H 0.6278 5.1929 4.6745
97 H 2.5072 5.7967 3.0320
98 H 1.8750 6.7613 0.9383
99 O 7.8475 -8.2809 2.0272
100 N 7.7887 -7.1262 2.2099
101 O 8.3557 -6.6681 3.2227
102 C 7.1035 -6.2316 1.2457
103 C 6.2343 -6.7437 0.2706
104 C 5.4466 -5.8186 -0.4749
105 C 5.6265 -4.4397 -0.3591
106 C 6.6742 -3.9695 0.4278
107 C 7.4228 -4.8408 1.1343
108 H 6.2030 -7.8113 0.1102
109 H 4.6912 -6.2059 -1.1425
110 H 5.0041 -3.7404 -0.8975
111 H 6.8927 -2.9224 0.5771
112 H 8.1437 -4.3541 1.7746
113 O 9.2151 1.3789 5.1085
114 N 8.1958 0.8593 5.5633
115 O 7.0853 1.1555 5.1105
116 C 8.3786 -0.0726 6.7149
117 C 7.2416 -0.6995 7.2436
118 C 7.3417 -1.4544 8.4008
119 C 8.5830 -1.7902 8.9613
120 C 9.7090 -1.1816 8.4661
121 C 9.5924 -0.3200 7.3633
122 H 6.3254 -0.4679 6.7207
123 H 6.3936 -1.7754 8.8064
124 H 8.5418 -2.3741 9.8689
125 H 10.6409 -1.2962 8.9998
126 H 10.4617 0.1778 6.9597

Forces on atoms 1 to 2 (eV/Å):
O 0.257 0.015 -0.905
N 0.210 0.068 1.842

No. 3
C54H46N2NiP3Si | the ωB97M-V functional and the def2-TZVPD basis

<S²>   2.01
Net charge   +1
E_LUMO (alpha / beta)   -0.065 / -0.095 Eh
ΔE to the lowest compared entry with this formula, charge and spin   0.0 kcal/mol
Gap between HOMO and LUMO (alpha / beta)   6.7 / 8.2 eV
2S+1   3
Energy   -5016.5462 hartree

Geometry (Å):
1 Ni 0.0598 -0.2593 0.3845
2 C -2.6165 -4.6482 3.2708
3 C -2.6276 -5.1689 1.9751
4 C -2.1903 -4.4204 0.8924
5 C -1.6580 -3.1353 1.0972
6 C -1.7495 -2.5464 2.3770
7 C -2.2248 -3.3073 3.4416
8 P -0.8745 -2.2610 -0.3093
9 C -2.0225 -2.6660 -1.6803
10 C -1.5682 -2.9114 -2.9948
11 C -2.4847 -3.2311 -3.9734
12 C -3.8410 -3.3627 -3.6727
13 C -4.2753 -3.1193 -2.3733
14 C -3.3822 -2.7204 -1.3793
15 C 0.6434 -3.1277 -0.9212
16 C 0.7504 -4.4915 -0.8536
17 C 1.8456 -5.1285 -1.4713
18 C 2.8473 -4.3863 -2.0835
19 C 2.7199 -2.9862 -2.1472
20 C 1.6556 -2.3493 -1.5275
21 Si 1.6608 -0.4876 -1.1993
22 C 3.3023 0.0140 -0.4157
23 C 4.5539 -0.2936 -0.9530
24 C 5.7195 0.1910 -0.3398
25 C 5.6216 0.9226 0.8399
26 C 4.3817 1.1455 1.4336
27 C 3.2199 0.6760 0.8219
28 P 1.5718 1.2206 1.4025
29 C 1.8124 3.0422 1.2265
30 C 2.0080 3.5382 -0.0702
31 C 2.2438 4.8826 -0.2651
32 C 2.3110 5.7719 0.8199
33 C 2.1509 5.2370 2.0998
34 C 1.8899 3.8919 2.3240
35 C 1.4677 1.0263 3.2295
36 C 0.2698 1.4044 3.8686
37 C 0.0616 1.0627 5.2114
38 C 0.9872 0.2662 5.8970
39 C 2.1954 -0.0233 5.2733
40 C 2.4534 0.3371 3.9601
41 C 1.1319 0.7205 -2.5518
42 C 1.8612 0.8775 -3.7205
43 C 1.5238 1.8707 -4.6336
44 C 0.4120 2.6914 -4.3811
45 C -0.4249 2.4162 -3.2975
46 C -0.0394 1.4931 -2.3368
47 P -1.1449 1.0991 -0.9419
48 C -2.7465 0.8232 -1.7250
49 C -2.7909 0.4642 -3.0785
50 C -4.0135 0.4635 -3.7471
51 C -5.1796 0.7488 -3.0478
52 C -5.1369 0.9809 -1.6573
53 C -3.9291 1.0086 -0.9867
54 C -1.5030 2.5685 0.0900
55 C -1.3676 3.8460 -0.4754
56 C -1.7885 4.9630 0.2212
57 C -2.2941 4.8697 1.5022
58 C -2.3941 3.6136 2.0732
59 C -2.0595 2.4603 1.3791
60 H -2.8766 -5.2799 4.1388
61 H -2.9925 -6.1913 1.7800
62 H -2.2638 -4.8026 -0.1199
63 H -1.4306 -1.4910 2.5392
64 H -2.2751 -2.8336 4.4307
65 H -0.4989 -2.8657 -3.2274
66 H -2.1071 -3.3660 -5.0054
67 H -4.5518 -3.6111 -4.4601
68 H -5.3355 -3.2329 -2.1119
69 H -3.7666 -2.4416 -0.3978
70 H 0.0165 -5.1062 -0.3328
71 H 1.8923 -6.2167 -1.4831
72 H 3.6874 -4.8988 -2.5590
73 H 3.4355 -2.3630 -2.6962
74 H 4.5987 -0.8800 -1.8644
75 H 6.6981 0.0246 -0.8159
76 H 6.5131 1.3642 1.2836
77 H 4.3115 1.7869 2.3456
78 H 1.9791 2.8414 -0.9203
79 H 2.3715 5.2766 -1.2749
80 H 2.5107 6.8339 0.6642
81 H 2.2173 5.8720 3.0037
82 H 1.7270 3.5370 3.3417
83 H -0.4801 1.9867 3.3006
84 H -0.8647 1.4162 5.6826
85 H 0.7972 -0.0932 6.9054
86 H 3.0065 -0.5067 5.8363
87 H 3.4319 0.1717 3.5229
88 H 2.7444 0.2603 -3.8996
89 H 2.1479 2.0308 -5.5200
90 H 0.1885 3.5151 -5.0501
91 H -1.3769 2.9515 -3.1581
92 H -1.8410 0.2491 -3.5868
93 H -4.0225 0.1807 -4.7968
94 H -6.1337 0.8445 -3.5767
95 H -6.0801 1.0828 -1.0932
96 H -3.8933 1.1938 0.0756
97 H -0.8498 3.9899 -1.4321
98 H -1.7140 5.9227 -0.2774
99 H -2.5868 5.7320 2.1108
100 H -2.7946 3.5129 3.0614
101 H -2.1893 1.4713 1.8173
102 N 2.5576 -2.3784 1.5564
103 N 1.2690 -1.8852 1.8692
104 H 2.7075 -3.3348 1.8999
105 H 3.2756 -1.7745 1.9195
106 H 1.2321 -1.4126 2.7835
107 H 0.6026 -2.6604 1.8900

Forces on atoms 1 to 2 (eV/Å):
Ni 0.148 -0.412 0.239
C 0.316 0.407 -0.023

No. 4
C54H49GeN5O5PS3Ti | the ωB97M-V functional and the def2-TZVPD basis

<S²>   0.76
E_LUMO (alpha / beta)   -0.018 / -0.018 Eh
ΔE to the lowest compared entry with this formula, charge and spin   48.7 kcal/mol
Gap between HOMO and LUMO (alpha / beta)   6.1 / 6.8 eV
2S+1   2
Energy   -7199.5652 hartree

Geometry (Å):
1 Ti 1.0081 0.4630 -1.1019
2 O 3.7274 0.6772 0.0943
3 C 2.8787 1.3447 -0.4860
4 C 3.2887 2.7532 -0.8606
5 C 4.0711 3.5417 -0.0224
6 C 4.5003 4.7799 -0.4606
7 C 4.1943 5.2076 -1.7557
8 C 3.4356 4.4133 -2.5935
9 C 2.9439 3.1939 -2.1292
10 P 1.9462 2.0018 -3.0993
11 C 0.8666 3.0399 -4.1350
12 C 0.5058 4.3286 -3.7522
13 C -0.3776 5.0691 -4.5216
14 C -0.9235 4.5301 -5.6766
15 C -0.5960 3.2346 -6.0507
16 C 0.2855 2.4958 -5.2789
17 C 3.2109 1.3433 -4.2496
18 C 4.1072 0.4243 -3.6989
19 C 5.1206 -0.1157 -4.4719
20 C 5.2472 0.2435 -5.8070
21 C 4.3636 1.1562 -6.3594
22 C 3.3509 1.7061 -5.5846
23 H 4.3299 3.1631 0.9577
24 H 5.0972 5.4104 0.1845
25 H 4.5649 6.1599 -2.1113
26 H 3.2153 4.7429 -3.6014
27 H 0.8975 4.7479 -2.8339
28 H -0.6477 6.0684 -4.2070
29 H -1.6084 5.1115 -6.2795
30 H -1.0352 2.7924 -6.9334
31 H 0.4987 1.4738 -5.5691
32 H 4.0111 0.1277 -2.6605
33 H 5.8106 -0.8217 -4.0302
34 H 6.0334 -0.1859 -6.4129
35 H 4.4588 1.4491 -7.3953
36 H 2.6862 2.4342 -6.0274
37 N 2.5947 -2.1138 0.5335
38 C 2.8492 -2.8898 -0.6743
39 C 2.1685 -2.3224 -1.9119
40 O 1.9190 -3.0699 -2.8507
41 O 1.9765 -1.0447 -1.9134
42 H 2.9788 -1.1723 0.4179
43 H 3.1136 -2.5202 1.3058
44 H 2.4731 -3.9091 -0.5655
45 H 3.9174 -2.9750 -0.9311
46 S 1.1532 1.7831 2.2063
47 C 0.8253 0.6925 1.0463
48 S -0.6973 2.4667 -1.1665
49 C -0.3211 3.6519 -0.0215
50 N -1.0628 3.7639 1.1142
51 C -0.8296 4.6783 2.0744
52 C 0.1850 5.5677 1.9022
53 C 0.9070 5.4468 0.6984
54 N 0.6674 4.5520 -0.2290
55 H -1.7541 3.0314 1.2655
56 H -1.4595 4.6290 2.9487
57 H 0.4181 6.3113 2.6445
58 H 1.7260 6.1286 0.4949
59 O -0.1507 -1.1464 -0.4161
60 C -0.1295 -1.3997 0.7844
61 O 0.2999 -0.5216 1.6605
62 C -0.6114 -2.6892 1.3660
63 C -0.1449 -2.8723 2.8062
64 Ge -1.4153 -2.0845 4.0637
65 C -2.8522 -3.3895 4.2941
66 C -4.1976 -3.0750 4.1182
67 C -5.1889 -4.0280 4.3196
68 C -4.8462 -5.3129 4.7062
69 C -3.5118 -5.6432 4.8948
70 C -2.5286 -4.6884 4.6910
71 C -2.2500 -0.4253 3.4567
72 C -2.0890 0.7552 4.1767
73 C -2.7323 1.9235 3.7888
74 C -3.5414 1.9312 2.6623
75 C -3.6905 0.7732 1.9103
76 C -3.0542 -0.3911 2.3148
77 C -0.5648 -1.8065 5.7868
78 C -1.3456 -1.7247 6.9400
79 C -0.7642 -1.5242 8.1826
80 C 0.6139 -1.4049 8.2891
81 C 1.4047 -1.4836 7.1545
82 C 0.8166 -1.6821 5.9122
83 H -0.3065 -3.4807 0.6786
84 H -1.7053 -2.6579 1.3132
85 H 0.8535 -2.4554 2.9200
86 H -0.0874 -3.9330 3.0581
87 H -4.4858 -2.0723 3.8287
88 H -6.2289 -3.7637 4.1783
89 H -5.6164 -6.0566 4.8647
90 H -3.2387 -6.6431 5.2039
91 H -1.4929 -4.9645 4.8551
92 H -1.4632 0.7669 5.0604
93 H -2.6082 2.8244 4.3762
94 H -4.0787 2.8306 2.3821
95 H -4.3251 0.7640 1.0352
96 H -3.2143 -1.2891 1.7305
97 H -2.4231 -1.8286 6.8720
98 H -1.3835 -1.4651 9.0672
99 H 1.0705 -1.2511 9.2580
100 H 2.4787 -1.3884 7.2333
101 H 1.4502 -1.7286 5.0361
102 N 0.6737 -1.1829 -4.6417
103 C -0.5000 -1.2521 -3.9699
104 S -1.1316 0.0655 -3.1342
105 N -1.1310 -2.4359 -4.1126
106 C -2.2968 -2.9212 -3.4732
107 C -2.5624 -2.6725 -2.1338
108 C -3.6944 -3.2247 -1.5579
109 C -4.5514 -4.0322 -2.2937
110 C -4.2661 -4.2917 -3.6242
111 C -3.1427 -3.7342 -4.2151
112 H 1.2134 -0.3516 -4.4251
113 H 1.2550 -2.0151 -4.5092
114 H -0.7445 -3.0431 -4.8217
115 H -1.8852 -2.0621 -1.5589
116 H -3.9016 -3.0289 -0.5144
117 H -5.4290 -4.4593 -1.8292
118 H -4.9201 -4.9226 -4.2102
119 H -2.9226 -3.9252 -5.2577

Forces on atoms 1 to 2 (eV/Å):
Ti -0.155 0.209 -0.735
O -0.066 -0.156 0.034

- What is the energy in the first record?
  -5500.5846 hartree